{"formula": "C38H45I2N9S", "method": "wB97M-V/def2-TZVPD", "homo_energy_ev": -7.97, "orbital_gap_ev": 7.3, "lumo_ev": -0.65, "e_above_lowest_kcal_mol": 0.0, "largest_force_ev_per_a": 8.10, "total_energy_ev": -80574.2548, "species": ["C", "C", "C", "C", "S", "C", "N", "C", "C", "N", "C", "I", "C", "C", "I", "H", "H", "H", "H", "H", "H", "H", "H", "H", "H", "N", "C", "C", "C", "C", "H", "H", "H", "H", "H", "N", "C", "C", "C", "C", "H", "H", "H", "H", "H", "N", "C", "C", "C", "C", "H", "H", "H", "H", "H", "N", "C", "C", "C", "C", "H", "H", "H", "H", "H", "N", "C", "C", "C", "C", "H", "H", "H", "H", "H", "N", "C", "C", "C", "C", "H", "H", "H", "H", "H", "N", "C", "C", "C", "C", "H", "H", "H", "H", "H"], "positions_angstrom": [[-5.898, -2.006, 4.318], [-4.645, -1.579, 4.212], [-3.097, -1.115, 3.968], [-2.521, -2.135, 2.822], [-2.976, -3.862, 3.367], [-3.362, -1.793, 1.472], [-4.011, -1.423, 0.497], [-0.922, -1.931, 2.542], [-0.800, -0.415, 1.934], [-0.784, 0.783, 1.649], [-0.495, -3.024, 1.424], [0.227, -1.871, -0.332], [0.731, -3.995, 1.830], [0.762, -4.463, 3.374], [0.421, -5.858, 0.656], [-6.848, -2.640, 4.118], [-2.550, -1.269, 4.970], [-3.100, -0.034, 3.580], [-2.406, -3.973, 4.648], [-0.283, -1.926, 3.497], [-1.350, -3.676, 1.022], [1.757, -3.595, 1.448], [1.322, -3.626, 3.968], [-0.268, -4.614, 3.859], [1.409, -5.411, 3.467], [1.388, 3.366, -1.104], [0.256, 3.035, -0.403], [-0.679, 4.017, -0.623], [-0.095, 4.972, -1.493], [1.180, 4.543, -1.776], [2.240, 2.827, -1.124], [0.216, 2.134, 0.191], [-1.675, 4.044, -0.205], [-0.556, 5.873, -1.871], [1.955, 4.973, -2.393], [1.082, -0.210, 6.152], [0.616, -0.220, 7.440], [-0.501, 0.578, 7.495], [-0.722, 1.084, 6.190], [0.268, 0.580, 5.382], [1.895, -0.705, 5.822], [1.120, -0.792, 8.206], [-1.095, 0.774, 8.376], [-1.518, 1.745, 5.876], [0.465, 0.714, 4.328], [0.410, 0.809, -3.984], [-0.069, -0.461, -3.798], [0.086, -1.150, -4.977], [0.685, -0.265, -5.907], [0.877, 0.936, -5.265], [0.418, 1.538, -3.285], [-0.479, -0.762, -2.846], [-0.200, -2.178, -5.150], [0.949, -0.482, -6.932], [1.302, 1.867, -5.610], [-7.317, -0.397, -0.092], [-8.450, -0.720, 0.605], [-9.380, 0.268, 0.385], [-8.788, 1.218, -0.483], [-7.516, 0.780, -0.763], [-6.467, -0.943, -0.111], [-8.496, -1.621, 1.199], [-10.377, 0.301, 0.801], [-9.242, 2.122, -0.862], [-6.737, 1.204, -1.379], [3.710, -0.140, -1.361], [4.138, 0.817, -0.479], [5.222, 0.314, 0.200], [5.459, -0.992, -0.293], [4.513, -1.244, -1.258], [2.926, -0.046, -1.989], [3.636, 1.769, -0.410], [5.781, 0.830, 0.967], [6.238, -1.673, 0.021], [4.342, -2.113, -1.877], [2.850, -2.413, -8.775], [3.675, -1.366, -8.460], [4.493, -1.131, -9.538], [4.146, -2.066, -10.544], [3.127, -2.843, -10.046], [2.148, -2.806, -8.167], [3.609, -0.881, -7.497], [5.257, -0.368, -9.597], [4.592, -2.162, -11.524], [2.578, -3.663, -10.485], [2.774, 3.799, 1.645], [2.076, 3.518, 2.790], [2.668, 4.201, 3.826], [3.759, 4.924, 3.285], [3.799, 4.659, 1.937], [2.565, 3.429, 0.730], [1.221, 2.858, 2.768], [2.348, 4.182, 4.858], [4.441, 5.568, 3.823], [4.467, 5.007, 1.163]], "atomic_forces_ev_per_a": [[7.023, 1.472, -1.556], [-5.880, -1.906, 0.176], [-2.282, -0.795, -0.006], [-0.613, 1.490, 0.352], [0.711, -0.164, 0.041], [-2.381, 1.506, -3.504], [4.166, -2.507, 6.269], [-1.077, 1.444, -1.486], [-0.143, 5.034, -0.011], [-0.228, -7.807, 2.128], [1.104, -0.066, -0.072], [-0.183, -1.119, 0.176], [-0.139, -0.205, 0.418], [1.057, 0.888, 0.133], [0.190, 0.762, 0.289], [2.136, 1.720, 0.752], [-0.594, 0.440, -1.727], [0.197, -1.639, 0.800], [-0.409, 0.771, -1.311], [-1.173, -0.233, -1.364], [1.098, 1.360, 0.916], [-1.984, -0.691, 0.955], [-1.025, -1.427, -0.892], [1.567, 0.098, -1.085], [-1.173, 1.513, -0.118], [-0.028, -0.066, -0.242], [-0.188, -0.219, 0.128], [0.075, -0.297, 0.121], [0.284, 0.046, -0.181], [0.039, 0.298, -0.162], [-0.270, 0.085, -0.252], [-0.052, 0.200, -0.075], [0.135, -0.035, -0.032], [0.078, -0.108, 0.039], [-0.104, -0.010, 0.086], [-0.089, -0.100, 0.011], [0.006, -0.013, 0.090], [0.131, -0.209, 0.193], [-0.004, -0.029, -0.294], [-0.020, -0.002, -0.176], [-0.146, 0.188, 0.101], [-0.072, 0.102, -0.063], [0.088, -0.022, -0.099], [0.114, -0.049, 0.022], [-0.013, 0.092, 0.110], [0.162, -0.042, 0.003], [0.003, -0.033, 0.069], [-0.034, -0.095, 0.249], [0.136, 0.209, -0.067], [0.032, 0.054, -0.039], [-0.113, -0.074, -0.137], [-0.095, 0.053, -0.206], [0.010, 0.119, 0.048], [-0.046, 0.079, 0.090], [-0.072, -0.120, 0.003], [-0.094, -0.003, -0.042], [0.035, 0.011, 0.021], [-0.040, -0.245, 0.158], [0.194, 0.116, -0.168], [0.041, -0.004, 0.020], [-0.097, 0.157, 0.027], [-0.019, 0.118, -0.062], [0.117, -0.014, -0.045], [0.064, -0.107, 0.038], [-0.106, -0.032, 0.081], [0.015, 0.005, -0.042], [-0.005, -0.111, 0.006], [-0.110, 0.323, 0.081], [-0.098, -0.200, -0.164], [-0.055, -0.059, 0.000], [0.187, -0.067, 0.058], [0.208, -0.145, 0.119], [-0.083, -0.035, -0.095], [-0.090, 0.087, -0.056], [0.031, 0.100, 0.084], [0.000, 0.047, -0.050], [0.059, 0.057, 0.079], [-0.051, 0.120, 0.259], [-0.167, -0.226, -0.110], [0.014, -0.063, -0.055], [0.177, 0.105, -0.142], [0.029, -0.048, -0.109], [-0.099, -0.086, 0.021], [-0.068, 0.001, 0.116], [0.091, 0.102, 0.029], [0.127, 0.014, 0.153], [-0.006, -0.107, 0.022], [-0.212, -0.184, -0.012], [0.195, 0.098, -0.204], [0.064, -0.033, 0.000], [-0.086, 0.347, 0.469], [0.058, 0.101, -0.001], [0.010, -0.001, -0.125], [-0.084, -0.062, -0.079], [-0.062, -0.016, 0.113]], "lowdin_charge": [0.061, -0.147, -0.173, -0.655, 0.790, -0.151, 0.171, -0.272, -0.290, 0.141, -0.699, 0.966, -0.767, -0.197, 0.757, 0.065, 0.121, 0.125, -0.060, 0.141, 0.035, 0.066, 0.085, 0.044, 0.068, -0.029, -0.160, -0.088, -0.098, -0.136, 0.099, 0.054, 0.099, 0.095, 0.108, 0.003, -0.140, -0.109, -0.115, -0.155, 0.145, 0.106, 0.093, 0.096, 0.085, 0.009, -0.173, -0.107, -0.116, -0.134, 0.132, 0.009, 0.092, 0.081, 0.109, 0.005, -0.150, -0.122, -0.121, -0.143, 0.105, 0.099, 0.088, 0.088, 0.105, 0.004, -0.141, -0.102, -0.108, -0.139, 0.128, 0.070, 0.095, 0.093, 0.110, -0.002, -0.150, -0.116, -0.117, -0.144, 0.142, 0.100, 0.090, 0.090, 0.104, 0.014, -0.137, -0.113, -0.116, -0.139, 0.083, 0.088, 0.090, 0.090, 0.104]}